This record from the Open Molecules 2025 dataset describes a 4-piece molecular cluster, C15H23Cl6FN2O4P overall at a distorted geometry. The level of theory is ωB97M-V/def2-TZVPD.

Geometry as XYZ:
```
52
Properties=species:S:1:pos:R:3:forces:R:3
C -2.02433 5.23850 -3.75361 -0.10 0.11 -0.17
O -0.61654 2.08606 1.54398 0.23 -0.06 -0.21
C -2.11995 6.11265 -2.53369 0.10 0.07 -0.02
H -2.99701 4.85714 -4.05137 0.02 -0.09 0.05
C -0.91181 -2.77640 0.31116 0.12 -0.86 0.18
H 4.04629 -1.15049 0.99561 0.06 -0.03 -0.04
H 0.45097 0.97769 -2.59458 -0.05 -0.19 0.12
H 0.33838 -6.78734 -1.43271 0.07 -0.05 0.02
C 2.93747 0.60552 0.79951 0.83 0.41 0.50
Cl -2.99483 5.30718 -1.19643 0.00 -0.01 0.01
H -2.67972 7.01335 -2.77652 -0.06 -0.03 0.00
H 3.44237 -0.92229 -0.65247 -0.02 0.03 0.01
H 2.84981 -6.78338 -1.74457 0.04 0.05 0.05
C -0.83950 -0.04894 4.71265 0.11 0.14 0.04
C 2.19794 -6.00828 -2.13821 -0.01 -0.07 -0.06
H -2.53262 0.08415 1.02160 0.05 0.08 0.00
H 0.42202 -0.94445 -1.94547 0.08 -0.09 0.00
O 1.62512 0.65729 0.16518 -0.18 -0.11 -0.30
Cl 1.27254 -5.68135 0.41290 -0.02 0.04 0.03
N -0.97964 1.11581 -1.00926 0.47 -0.20 0.27
C -1.85064 -0.59376 0.53031 0.05 -0.30 -0.21
H -1.13934 6.40344 -2.16654 0.00 -0.05 0.04
H -2.42483 -2.27064 1.72529 -0.13 -0.11 -0.11
H -1.60631 5.80658 -4.58192 0.07 0.00 0.03
Cl -1.55666 -1.26975 7.04311 0.00 -0.02 -0.01
C 3.85963 -0.41340 0.21297 -0.34 -0.31 -0.09
H -1.66350 0.63791 4.88480 -0.07 -0.08 0.01
C -1.78904 -1.90761 0.93940 -0.16 -0.12 -0.63
H 0.46192 -1.35229 5.83312 -0.03 -0.03 -0.01
Cl -1.43867 -1.35727 3.64043 0.23 0.40 0.84
H 0.13981 2.59005 -2.00099 0.08 -0.41 0.29
C 1.55225 1.54658 -0.81609 0.59 0.24 -0.02
Cl -0.94415 3.82797 -3.50586 -0.25 0.36 -0.24
C 0.93500 -5.88287 -1.32757 -0.13 -0.03 -0.08
H 1.94743 -6.25502 -3.16819 -0.03 0.04 0.00
C -1.00542 -0.25807 -0.51589 -0.36 0.06 0.23
F -2.03765 1.28459 -1.93385 0.14 0.09 -0.14
H 0.17947 0.23182 6.56294 -0.03 0.04 -0.02
H 0.34010 -5.03269 -1.65256 0.07 0.07 0.05
H -0.06198 0.47486 4.15886 0.02 -0.06 -0.03
C -0.28421 -0.58113 6.00709 0.03 -0.03 0.05
N -0.10813 -2.48211 -0.71852 -0.78 0.66 0.58
O 2.42241 2.31366 -1.11809 -0.17 -0.15 -0.08
H -2.73557 2.21064 0.44940 -0.06 0.06 -0.60
H 4.81016 0.04699 -0.04578 -0.04 0.14 0.06
H -1.07240 3.58737 -0.31595 -0.06 -0.24 -0.48
H -0.84882 -3.79532 0.67667 0.03 -0.03 -0.07
Cl 3.12283 -4.48133 -2.17835 0.02 0.01 0.01
P -1.35221 2.37351 0.31716 -0.29 0.24 1.45
O 3.16618 1.31283 1.71572 -0.50 -0.23 -0.31
C 0.29276 1.55184 -1.68438 -0.27 0.40 -0.07
C -0.19739 -1.21981 -1.10046 0.63 0.24 -0.92
```
Forces are in eV/Å.

As for the HOMO-LUMO gap: 0.3214 hartree. Its spin multiplicity is 1. As for the total energy: -114230.3678 eV. As for the total charge: +1. The value obtained for the highest occupied orbital energy is -12.688 eV.

Atomic partial charges in e from the Mulliken method, atoms 1 to 8:
1. C -0.449
2. O -0.513
3. C -0.503
4. H 0.353
5. C -0.244
6. H 0.330
7. H 0.721
8. H 0.373


This record from the Open Molecules 2025 dataset describes a 3-piece molecular cluster, C4H9NO overall at a distorted geometry. The level of theory is ωB97M-V/def2-TZVPD.

Geometry as XYZ:
```
15
Properties=species:S:1:pos:R:3:forces:R:3
H -0.63985 -0.98289 -1.51282 -0.41 -0.43 0.33
H -1.14490 2.05100 -1.05098 0.00 0.24 0.09
H -1.16789 2.68164 0.62814 0.21 -0.21 -0.04
N -0.19725 -0.49025 -0.74118 1.57 -0.86 0.95
C 0.37236 -1.25129 0.13694 -2.48 1.17 -0.74
H -0.53108 -2.73797 1.32114 0.03 0.00 -0.13
C 0.02979 -2.67467 0.38335 0.80 -0.60 -0.37
H 0.96005 -3.23574 0.52072 -0.17 -0.19 0.09
C -0.56803 2.56839 -0.27873 -0.51 -0.01 -0.85
H -0.31979 3.57136 -0.63745 0.21 -0.20 -0.06
H 0.91714 -0.76210 0.94571 0.17 0.17 -0.23
O 1.04399 1.49613 1.11190 -0.79 0.55 -1.25
H 1.59862 1.06956 -1.06269 -2.72 2.55 2.10
C 0.63973 1.75324 -0.00095 4.07 -2.29 -0.03
H -0.53934 -3.12510 -0.43463 0.01 0.10 0.15
```
Forces are in eV/Å.

As for the HOMO-LUMO gap: 0.3523 hartree. Its spin multiplicity is 1. As for the total energy: -7828.5780 eV. The energy above the lowest of the compared OMol25 structures with the same formula, charge and spin is 3.742 eV. The value obtained for the highest occupied orbital energy is -8.563 eV.

Atomic partial charges in e from the Mulliken method, atoms 1 to 8:
1. H 0.195
2. H 0.252
3. H 0.276
4. N -0.478
5. C 0.164
6. H 0.256
7. C -1.029
8. H 0.295


Q: Look up the highest occupied orbital energy of the first one.
A: -12.688 eV